# 1
{"formula": "C19H63F5InO13", "method": "the ωB97M-V functional and the def2-TZVPD basis", "elements": ["C", "In", "C", "C", "C", "C", "F", "F", "C", "F", "F", "F", "H", "H", "H", "H", "H", "H", "H", "H", "H", "H", "H", "C", "O", "H", "H", "H", "H", "C", "O", "H", "H", "H", "H", "C", "O", "H", "H", "H", "H", "C", "O", "H", "H", "H", "H", "C", "O", "H", "H", "H", "H", "C", "O", "H", "H", "H", "H", "C", "O", "H", "H", "H", "H", "C", "O", "H", "H", "H", "H", "C", "O", "H", "H", "H", "H", "C", "O", "H", "H", "H", "H", "C", "O", "H", "H", "H", "H", "C", "O", "H", "H", "H", "H", "C", "O", "H", "H", "H", "H"], "positions_angstrom": [[2.1166, 0.2174, -0.9716], [2.9215, 2.2130, -0.2520], [1.4237, 3.8969, -0.4401], [0.0059, 3.4068, -1.0785], [-0.8850, 2.8834, 0.1347], [-2.3869, 2.5511, -0.2447], [-3.1624, 2.7414, 0.9547], [-2.9502, 3.4609, -1.1802], [-2.6603, 1.0480, -0.7369], [-1.6819, 0.1329, -0.4032], [-3.8441, 0.6115, -0.0744], [-2.9986, 1.0002, -2.1073], [1.5945, -0.3045, -0.1032], [1.3960, 0.4037, -1.8330], [2.9757, -0.3990, -1.3885], [3.3495, 1.9702, 1.5029], [4.4817, 2.5776, -1.1035], [1.1793, 4.2331, 0.6295], [1.8571, 4.7903, -0.9905], [-0.4169, 4.3106, -1.6170], [0.2882, 2.5924, -1.8273], [-0.3937, 1.9984, 0.6554], [-0.8991, 3.7240, 0.9147], [1.2325, -2.1935, 2.3613], [0.6204, -1.3813, 1.3682], [2.3155, -2.0930, 2.2829], [0.9095, -1.8673, 3.3545], [0.9543, -3.2376, 2.2022], [-0.3332, -1.4903, 1.4607], [-2.0544, -0.0868, -5.8063], [-1.4932, -0.3926, -4.5391], [-1.6898, -0.8106, -6.5356], [-3.1454, -0.1472, -5.7514], [-1.7504, 0.9180, -6.1113], [-1.8305, 0.2612, -3.9126], [-0.3659, 7.6277, 0.5801], [0.7781, 6.7924, 0.4964], [-1.0934, 7.1596, 1.2433], [-0.0843, 8.6042, 0.9851], [-0.8088, 7.7503, -0.4123], [1.4051, 7.2255, -0.0941], [0.0384, -5.8623, 1.3742], [1.0002, -5.6193, 2.3922], [-0.7448, -5.1066, 1.4405], [0.5182, -5.8012, 0.3955], [-0.4020, -6.8533, 1.5140], [1.6791, -6.2990, 2.3111], [1.0828, -1.6970, -8.3253], [0.9565, -0.6605, -7.3647], [1.4239, -1.2646, -9.2669], [1.8135, -2.4330, -7.9795], [0.1124, -2.1764, -8.4766], [0.6542, -1.0689, -6.5439], [5.0984, -2.7618, 1.2710], [4.4864, -1.9528, 0.2809], [6.1805, -2.6590, 1.1880], [4.7803, -2.4351, 2.2654], [4.8223, -3.8097, 1.1173], [3.5311, -2.0583, 0.3737], [-1.1913, -2.5659, 5.8284], [-0.3630, -1.4293, 6.0159], [-0.5874, -3.3848, 5.4371], [-1.6296, -2.8657, 6.7839], [-1.9811, -2.3260, 5.1117], [-0.9219, -0.7232, 6.3600], [4.1205, 5.8509, 2.5402], [4.1857, 4.5975, 1.8819], [3.6485, 6.5727, 1.8733], [3.5245, 5.7600, 3.4531], [5.1302, 6.1940, 2.7875], [4.6046, 3.9758, 2.4884], [-3.2326, -1.1192, -9.2927], [-2.0923, -1.9635, -9.3664], [-3.9727, -1.5857, -8.6429], [-2.9483, -0.1488, -8.8776], [-3.6602, -0.9863, -10.2900], [-1.4545, -1.5297, -9.9450], [-3.9707, -0.3379, 3.4695], [-3.4035, 0.9075, 3.8346], [-3.9483, -1.0074, 4.3298], [-5.0075, -0.1903, 3.1540], [-3.3896, -0.7766, 2.6546], [-3.4417, 1.4695, 3.0474], [2.2047, -4.6327, -1.6542], [2.1689, -6.0456, -1.4774], [2.2588, -4.1562, -0.6756], [3.0850, -4.3581, -2.2395], [1.2976, -4.3041, -2.1670], [2.1212, -6.4401, -2.3551], [3.1158, -3.0374, 5.4300], [2.4881, -1.9950, 6.1559], [4.0335, -3.3232, 5.9450], [2.4466, -3.9010, 5.3735], [3.3600, -2.6859, 4.4241], [1.6815, -1.7618, 5.6761], [-7.0039, 2.0750, 3.6923], [-6.0539, 2.3133, 4.7187], [-7.7824, 2.8357, 3.7515], [-6.5165, 2.1336, 2.7150], [-7.4542, 1.0872, 3.8255], [-5.3764, 1.6281, 4.6451]], "atomic_forces_ev_per_a": [[-0.320, -0.209, -0.366], [0.503, -0.241, 0.233], [-1.066, -0.085, 0.649], [1.675, 0.355, 0.296], [-0.048, 0.711, -0.536], [0.497, 1.301, 0.920], [0.924, -0.539, -1.867], [0.994, -1.925, 1.610], [-2.129, -0.915, 0.162], [-1.833, 2.020, -1.136], [2.167, 0.434, -1.291], [1.313, -0.132, 2.676], [0.740, 0.629, -1.500], [0.606, -0.453, 0.972], [-0.988, 0.639, 0.591], [-0.140, -0.041, -0.159], [-0.332, 0.013, 0.015], [0.528, -0.187, -1.521], [-0.680, -1.084, 0.537], [-0.160, -1.288, 0.658], [-0.921, 0.904, 0.878], [-0.678, 0.936, -0.860], [-0.309, -1.144, -1.166], [-0.450, -0.048, -0.106], [-0.228, -0.123, 0.217], [-0.095, 0.136, -0.037], [0.185, -0.094, 0.136], [0.217, -0.061, 0.235], [0.147, 0.086, -0.099], [-0.051, 0.152, 0.341], [-0.028, -0.030, 0.014], [-0.016, 0.045, 0.070], [-0.056, 0.037, -0.227], [-0.086, -0.036, -0.241], [0.219, -0.220, -0.027], [0.392, 0.004, -0.182], [-0.138, 0.274, 0.157], [0.112, -0.036, -0.044], [-0.254, 0.111, 0.023], [-0.206, 0.120, 0.075], [-0.013, -0.263, 0.061], [0.257, -0.151, -0.108], [0.068, -0.044, 0.234], [0.103, -0.017, 0.107], [-0.220, -0.076, -0.100], [-0.171, 0.037, -0.162], [-0.050, 0.183, 0.014], [-0.138, -0.060, 0.374], [-0.031, 0.057, -0.035], [0.028, 0.062, 0.112], [0.019, -0.115, -0.233], [0.136, -0.175, -0.127], [0.084, 0.239, -0.012], [-0.416, 0.154, -0.196], [0.112, -0.257, 0.024], [-0.090, 0.054, -0.041], [0.166, -0.142, 0.142], [0.142, -0.133, 0.196], [0.081, 0.354, -0.189], [-0.105, 0.224, 0.073], [-0.013, 0.036, -0.025], [0.035, 0.121, 0.029], [-0.092, -0.184, -0.091], [-0.083, -0.237, -0.009], [0.248, 0.032, -0.126], [0.150, -0.484, -0.015], [0.089, 0.444, 0.071], [-0.011, -0.119, 0.007], [-0.019, 0.263, 0.068], [-0.041, 0.259, 0.115], [-0.237, -0.214, -0.309], [0.225, 0.088, -0.137], [-0.004, -0.090, -0.054], [0.130, -0.033, -0.038], [-0.207, 0.061, 0.011], [-0.179, 0.110, 0.079], [-0.043, -0.106, 0.140], [0.091, 0.103, -0.267], [-0.160, 0.226, 0.092], [0.030, 0.127, 0.005], [-0.054, -0.299, -0.095], [-0.191, -0.217, -0.025], [0.187, 0.037, 0.191], [0.005, -0.016, -0.293], [-0.021, -0.315, 0.081], [-0.007, -0.107, -0.060], [-0.057, 0.247, 0.083], [0.073, 0.244, 0.058], [0.013, 0.009, 0.187], [-0.276, 0.282, -0.021], [0.074, -0.061, -0.010], [-0.072, 0.059, 0.006], [0.170, -0.177, -0.156], [0.135, -0.254, -0.070], [0.009, 0.152, 0.349], [0.355, -0.127, 0.147], [-0.134, -0.053, 0.082], [0.093, -0.030, 0.040], [-0.203, -0.024, -0.137], [-0.174, 0.015, -0.186], [0.190, 0.281, 0.053]], "e_lumo_ev": 2.106, "charge": -1, "homo_lumo_gap_ev": 6.210, "e_tot_ha": -2428.9537}


# 2
{"formula": "C19H64N10O13", "method": "the ωB97M-V functional and the def2-TZVPD basis", "elements": ["C", "C", "O", "H", "H", "H", "H", "H", "H", "C", "C", "O", "H", "H", "H", "H", "H", "H", "C", "C", "O", "H", "H", "H", "H", "H", "H", "C", "C", "O", "H", "H", "H", "H", "H", "H", "C", "C", "O", "H", "H", "H", "H", "H", "H", "C", "C", "O", "H", "H", "H", "H", "H", "H", "C", "O", "N", "N", "H", "H", "H", "H", "C", "O", "N", "N", "H", "H", "H", "H", "C", "O", "N", "N", "H", "H", "H", "H", "C", "O", "N", "N", "H", "H", "H", "H", "C", "O", "N", "N", "H", "H", "H", "H", "C", "O", "H", "H", "H", "H", "C", "O", "H", "H", "H", "H"], "positions_angstrom": [[-4.2693, -3.0648, -0.4969], [-2.8109, -2.9345, -0.9934], [-2.6873, -1.6588, -1.5136], [-4.2919, -3.8687, 0.2092], [-5.0721, -3.2378, -1.1714], [-4.5161, -2.2692, 0.2328], [-2.6147, -3.7103, -1.7788], [-2.1551, -3.0149, -0.1276], [-3.1490, -1.0415, -0.9453], [-5.1792, 0.3490, -1.3526], [-4.3589, 1.0569, -0.2977], [-3.6270, 0.0839, 0.3750], [-6.0364, 0.9002, -1.7375], [-5.5676, -0.5662, -0.9404], [-4.6387, -0.0813, -2.2264], [-5.0102, 1.5047, 0.5583], [-3.7123, 1.8513, -0.6153], [-3.7450, 0.2315, 1.2703], [4.3658, 0.1732, -0.6988], [5.2253, 0.1941, 0.5131], [4.5268, 0.0421, 1.7182], [3.6384, 0.9524, -0.7834], [3.7603, -0.7575, -0.6147], [4.9336, 0.0702, -1.5905], [5.7984, 1.1008, 0.6192], [5.9768, -0.6979, 0.5903], [5.0340, -0.3739, 2.3646], [-2.7859, 2.1685, -3.9975], [-1.6668, 1.3475, -3.2834], [-0.5221, 1.2555, -4.1208], [-3.8221, 1.9252, -3.5008], [-2.7497, 2.1313, -5.1298], [-2.6134, 3.2166, -3.7653], [-2.0704, 0.3440, -3.0746], [-1.4437, 1.7237, -2.3202], [0.2044, 0.9721, -3.5633], [2.8200, 4.5274, 2.0707], [3.1251, 3.1315, 2.4272], [3.1096, 2.2807, 1.3261], [1.7246, 4.6261, 1.8693], [3.4053, 4.8377, 1.1804], [2.9315, 5.2353, 2.8771], [2.5468, 2.8383, 3.2342], [4.0423, 3.2873, 2.9009], [3.4499, 1.4598, 1.6872], [-3.0630, -4.1602, 3.6499], [-2.5166, -2.9354, 2.9212], [-1.1873, -3.1320, 2.4616], [-2.5906, -5.0473, 3.4552], [-4.0850, -4.1862, 3.3487], [-2.9053, -4.0635, 4.7331], [-2.6231, -2.0934, 3.5281], [-3.1590, -2.7291, 2.0108], [-0.8906, -2.3417, 1.9762], [-0.3588, 2.9218, 3.1929], [-0.9843, 3.8738, 2.4380], [0.0386, 3.0065, 4.3831], [-0.1140, 1.7649, 2.7000], [-0.1084, 3.9294, 4.8346], [0.3798, 2.2707, 4.9795], [-0.4963, 1.4715, 1.7472], [0.6745, 1.1652, 3.0335], [2.2193, 0.8847, -3.1779], [2.7725, 2.0978, -2.6995], [1.4121, 0.0805, -2.5366], [2.3233, 0.5749, -4.4033], [1.3067, 0.1162, -1.4977], [0.9592, -0.8559, -2.9322], [2.9937, 1.1097, -4.9656], [1.8148, -0.1066, -5.0678], [0.3804, -3.1629, -2.9044], [0.2642, -3.9158, -1.7762], [-0.1385, -1.9858, -3.1056], [0.9789, -3.5686, -3.9479], [-0.8066, -1.6702, -2.3948], [-0.3594, -1.7647, -4.1133], [1.6505, -4.3133, -3.7131], [1.2967, -2.9345, -4.7237], [0.2416, 3.5862, -1.1842], [0.0658, 3.7995, -2.5286], [-0.6986, 3.7587, -0.2824], [1.2779, 3.0414, -0.6119], [-1.6360, 4.0857, -0.6492], [-0.6762, 3.6590, 0.7156], [1.8932, 2.8160, -1.4441], [1.6810, 3.0939, 0.2922], [-0.1288, -0.0607, 0.3063], [-0.5893, -1.3355, 0.4977], [-0.9060, 0.9878, 0.1509], [1.1309, 0.2462, 0.2303], [-1.8590, 0.7291, -0.0228], [-0.5960, 1.9207, -0.1795], [1.7818, -0.4711, 0.5239], [1.3656, 1.1865, 0.5607], [1.7785, -3.8830, 0.5684], [2.4180, -4.5365, 1.6186], [1.6196, -2.8237, 0.6273], [0.7337, -4.2744, 0.5012], [2.2740, -3.9562, -0.3848], [2.1936, -5.4669, 1.5460], [1.7670, -1.0472, 3.1786], [2.2244, 0.2201, 3.5997], [2.3133, -1.7705, 3.7831], [1.9810, -1.3214, 2.1652], [0.7504, -1.1838, 3.4194], [3.0172, 0.1581, 4.1840]], "atomic_forces_ev_per_a": [[1.000, -0.194, 1.954], [-1.934, -0.826, 0.432], [0.967, 1.011, -2.126], [-0.048, -1.212, 0.246], [-0.397, 0.185, -1.002], [0.093, 0.214, -0.867], [0.193, 0.801, 0.730], [0.259, -0.536, -0.157], [0.187, -0.114, 0.433], [-0.214, -0.365, -1.162], [-2.536, 0.890, 1.571], [1.447, -1.199, -1.728], [0.180, 0.317, 0.057], [-0.417, -0.200, 0.651], [0.199, 0.893, 0.497], [0.460, -0.268, -1.950], [0.333, 0.503, -0.664], [0.026, 0.039, 2.755], [-1.259, -2.009, 0.946], [2.999, -1.682, 0.610], [-3.115, 1.008, -0.486], [0.044, 0.892, -0.053], [0.308, 0.239, -0.237], [0.559, 0.233, -0.762], [0.395, 0.495, -0.409], [-0.955, 1.514, -1.116], [1.350, -0.998, 1.377], [-0.579, 0.047, 0.868], [-1.385, -0.938, -1.876], [-0.843, -0.010, -0.334], [1.797, 0.206, -1.368], [-0.273, -0.580, 1.423], [0.090, 0.216, -0.007], [0.039, -0.145, -0.241], [0.411, 1.011, 0.817], [-0.178, 0.304, 0.257], [-2.241, 1.174, -1.645], [0.622, 1.582, -0.090], [-0.176, 0.179, 0.145], [0.642, 0.082, -0.434], [-0.394, -0.011, 0.548], [0.601, 0.037, 0.408], [-1.866, -1.066, 1.318], [2.542, -0.868, 0.355], [0.271, -0.923, -0.160], [-0.003, 2.581, 1.023], [-0.060, -1.385, -2.600], [0.030, -0.005, 0.767], [1.223, -2.150, -1.288], [-0.972, -0.492, 0.430], [-0.551, 0.235, -0.133], [0.067, 1.588, 1.228], [0.445, -0.251, 0.817], [-0.155, -0.181, -0.254], [-3.819, 3.784, -6.439], [2.364, -3.300, 3.675], [0.992, 4.372, 6.593], [1.012, -5.219, -3.872], [0.285, -1.128, -0.367], [-0.135, -0.165, -0.510], [0.350, 1.025, 2.004], [-1.046, 1.014, 0.032], [1.548, 6.265, 4.522], [-1.937, -6.153, -2.120], [-1.528, -2.554, 2.739], [2.001, -1.145, -8.179], [0.359, 0.580, -1.329], [1.387, 2.314, 0.714], [-0.614, 0.044, 0.632], [0.739, 1.416, 2.562], [-1.996, -4.305, 7.897], [0.656, 3.908, -5.559], [-2.960, 3.286, -0.651], [4.918, -3.056, -4.528], [-0.377, 0.021, -0.307], [-0.112, -0.091, 1.845], [-0.620, 0.297, -0.682], [-0.620, -0.963, 1.437], [-1.728, 1.709, -5.495], [0.844, -1.083, 6.605], [-5.664, 1.999, -1.371], [3.526, -1.352, -3.623], [1.786, -0.292, 0.649], [0.476, 0.251, 1.048], [0.611, -0.352, 1.213], [-0.139, 0.542, 0.613], [-3.345, -6.531, 0.613], [2.184, 5.881, -0.816], [-1.796, 0.691, -0.728], [3.501, -0.089, 1.334], [-0.573, 0.071, 0.205], [-0.166, -0.946, 0.077], [-0.075, 0.096, -0.034], [0.367, -0.337, -0.574], [-2.207, -0.737, -0.945], [0.981, 0.271, 0.895], [0.225, 0.714, 1.166], [0.824, 0.348, -0.406], [0.328, -0.706, -0.457], [0.010, 0.087, 0.046], [1.770, -1.302, 1.432], [0.808, 1.168, 0.491], [-0.194, -0.476, -0.111], [0.100, 0.319, -0.541], [-1.384, 0.057, 0.017], [-1.144, -0.115, -0.927]], "e_lumo_ev": -0.090, "charge": 0, "homo_lumo_gap_ev": 8.341, "e_tot_ha": -2287.8116}